The following is a quantum chemistry calculation of a 2-piece molecular cluster, C17H19N overall, from OMol25.

Summary:
Structure (SMILES): CCc1c[nH]c2ccccc12.Cc1ccccc1
HOMO, eV: -7.84
ΔE to the lowest compared entry with this formula, charge and spin, kcal per mole: 25.56
LUMO, eV: 0.76
HOMO-LUMO gap, eV: 8.59

```
! wB97M-V def2-TZVPD RIJCOSX def2/J DEFGRID3
* xyz 0 1
C 2.070 1.476 -1.374
C 0.196 -1.852 0.076
H 3.072 2.921 -2.820
H 3.664 2.932 -1.170
H 1.999 -2.849 0.281
H 2.521 1.287 1.891
N -1.356 2.129 -0.151
C 0.826 1.764 -0.567
H -0.864 1.482 4.384
H -1.194 -4.631 -2.068
C 2.783 2.766 -1.783
C -0.771 1.944 1.090
H 0.643 -1.029 0.625
C -1.102 -1.736 -0.397
C 1.003 -2.967 -0.124
H -3.530 -3.304 -1.946
H -2.413 -2.770 -3.203
C -1.494 -2.692 -1.314
C -2.726 -2.598 -2.173
C 1.441 1.322 1.927
H 2.747 0.855 -0.785
H -0.575 1.758 -2.193
H 1.393 1.099 4.071
C -0.533 1.571 3.356
H 1.191 -4.865 -0.976
C -0.708 -3.842 -1.513
C 0.628 1.717 0.845
H -2.457 2.007 2.528
H 1.708 0.875 -2.212
C 0.821 1.282 3.170
H -2.314 1.834 -0.297
H -3.230 -1.627 -2.215
C 0.519 -4.018 -0.903
C -0.430 1.816 -1.125
C -1.414 1.838 2.318
H 2.150 3.625 -1.536
H -1.738 -0.931 -0.054
*
```